1.
Here is an isolated molecule of C4H6Cl2N3O2P in a non-equilibrium geometry from the OMol25 dataset. Energies are from wB97M-V/def2-TZVPD.

Values from the calculation:
SMILES = Cn1nc(OP(Cl)Cl)n(C)c1=O
2S+1 = 1
Orbital gap = 9.57 eV
ΔE to the lowest compared entry with this formula, charge and spin = 0.465 eV
Total charge = 0
HOMO level = -8.925 eV

Last column: Löwdin charge in e.
CARTESIAN COORDINATES (ANGSTROEM)
C1 -0.706 -0.369 -0.033  -0.48
C2 1.402 -0.046 -0.065  -0.47
C3 0.709 -2.411 -0.505  0.00
C4 1.397 2.428 0.447  -0.02
N1 -0.578 0.877 0.197  0.09
N2 0.432 -1.038 -0.281  0.03
N3 0.821 1.159 0.178  -0.07
O1 -1.982 -0.911 -0.085  -0.34
O2 2.578 -0.334 -0.055  0.07
P1 -3.037 0.220 0.601  0.15
Cl1 -4.626 -0.972 0.317  0.21
Cl2 -3.484 1.441 -0.886  0.24
H1 0.282 -2.852 -1.491  0.13
H2 1.841 -2.416 -0.411  0.12
H3 0.342 -2.983 0.257  0.05
H4 2.048 3.047 -0.345  0.15
H5 0.620 3.012 0.828  0.06
H6 1.942 2.147 1.332  0.09

2.
Here is a structure of composition C2H3O3S in a non-equilibrium geometry from the OMol25 dataset. Energies are from wB97M-V/def2-TZVPD.

Values from the calculation:
2S+1 = 1
Orbital gap = 7.45 eV
ΔE to the lowest compared entry with this formula, charge and spin = 5.507 eV
Total charge = -1
HOMO level = -3.391 eV

Last column: Löwdin charge in e.
CARTESIAN COORDINATES (ANGSTROEM)
C1 -0.062 0.780 1.287  -0.31
C2 0.741 0.055 -0.657  -0.31
O1 -1.516 -1.548 0.064  -0.43
O2 -1.872 0.707 -0.798  -0.41
O3 0.778 1.116 0.230  -0.38
S1 -1.012 -0.173 -0.013  0.60
H1 0.636 -0.477 1.876  0.08
H2 0.982 0.349 -1.680  0.09
H3 1.325 -0.808 -0.309  0.07

3.
Here is an isolated molecule of C15H20N8O5 in a non-equilibrium geometry from the OMol25 dataset. Energies are from wB97M-V/def2-TZVPD.

Values from the calculation:
2S+1 = 1
Orbital gap = 6.22 eV
Total charge = 0
HOMO level = -7.542 eV

Last column: Löwdin charge in e.
CARTESIAN COORDINATES (ANGSTROEM)
C1 -4.327 -0.035 1.178  -0.05
N1 -2.912 -0.037 1.498  -0.23
C2 -2.459 -1.304 1.997  -0.17
C3 -1.017 -1.302 2.534  -0.07
C4 -0.240 -0.054 2.375  -0.10
N2 1.027 -0.056 2.783  0.04
C5 1.643 -1.380 3.043  -0.10
C6 3.146 -1.330 3.295  -0.17
O1 3.797 -0.339 2.506  -0.12
C7 3.344 0.974 2.841  -0.16
C8 1.858 1.163 2.570  -0.09
C9 -0.905 1.206 1.888  -0.15
C10 -2.375 1.068 2.274  -0.12
H1 -4.766 0.956 1.334  0.10
H2 -4.453 -0.304 0.122  0.09
H3 -4.875 -0.777 1.780  0.09
H4 -3.138 -1.642 2.806  0.12
H5 -2.543 -2.050 1.192  0.14
H6 -1.059 -1.547 3.612  0.15
H7 -0.514 -2.151 2.032  0.14
H8 1.167 -1.851 3.919  0.14
H9 1.501 -2.055 2.172  0.14
H10 3.332 -1.168 4.374  0.13
H11 3.602 -2.267 2.954  0.14
H12 3.566 1.205 3.901  0.13
H13 3.920 1.618 2.170  0.14
H14 1.773 1.452 1.511  0.10
H15 1.461 1.972 3.199  0.14
H16 -0.498 2.085 2.418  0.15
H17 -2.938 1.991 2.106  0.13
H18 -2.417 0.803 3.346  0.14
O2 -1.285 -1.856 -3.615  0.05
N3 -2.034 -1.018 -3.084  -0.34
O3 -3.178 -0.741 -3.540  0.00
C11 -1.633 -0.270 -1.906  -0.10
C12 -2.427 0.774 -1.410  0.07
C13 -1.963 1.593 -0.404  -0.15
N4 -2.613 2.830 -0.092  -0.35
O4 -3.723 3.098 -0.600  0.03
O5 -2.010 3.612 0.690  0.00
C14 -0.707 1.445 0.394  -0.14
N5 0.044 0.367 -0.283  -0.01
N6 1.353 0.107 -0.026  0.03
N7 1.669 -0.957 -0.718  -0.02
N8 0.643 -1.356 -1.487  0.07
C15 -0.356 -0.471 -1.282  -0.22
H19 -3.415 0.970 -1.833  0.14
H20 -0.094 2.344 0.263  0.16

4.
Here is a structure of composition C7H12S2 in a non-equilibrium geometry from the OMol25 dataset. Energies are from wB97M-V/def2-TZVPD.

Values from the calculation:
2S+1 = 1
Orbital gap = 8.96 eV
ΔE to the lowest compared entry with this formula, charge and spin = 1.275 eV
Total charge = 0
HOMO level = -8.292 eV

Last column: Löwdin charge in e.
CARTESIAN COORDINATES (ANGSTROEM)
C1 1.166 -0.114 0.490  -0.15
C2 0.353 0.753 1.246  -0.12
C3 -0.261 -2.279 0.406  -0.11
C4 -0.149 -0.787 -0.072  -0.46
C5 -0.803 0.359 0.688  -0.60
C6 -0.268 -0.859 -1.554  -0.06
C7 -0.780 -2.667 1.569  0.02
S1 -2.467 0.646 1.192  0.76
S2 1.618 3.910 -2.232  0.42
H1 1.657 0.369 -0.286  0.08
H2 1.868 -0.804 1.029  0.14
H3 0.642 4.405 -2.978  -0.25
H4 0.463 1.501 2.118  0.14
H5 0.416 -2.978 -0.090  0.11
H6 -1.185 -1.197 -1.909  0.06
H7 0.464 -1.482 -2.136  0.10
H8 0.198 0.113 -1.823  0.09
H9 -0.743 -3.719 1.725  0.05
H10 -1.397 -1.967 2.087  0.03
H11 -2.132 1.702 2.036  -0.10
H12 1.341 5.092 -1.506  -0.17

5.
Here is a structure of composition C32H38N10O7W in a non-equilibrium geometry from the OMol25 dataset. Energies are from wB97M-V/def2-TZVPD.

Values from the calculation:
2S+1 = 1
Orbital gap (spin up / spin down) = 4.76 / 4.55 eV
Total charge = +2
HOMO level (spin up / spin down) = -11.502 / -11.512 eV

Last column: Löwdin charge in e.
CARTESIAN COORDINATES (ANGSTROEM)
W1 0.095 0.388 0.421  1.89
O1 -0.995 7.277 1.232  0.04
C1 -0.465 6.544 2.032  -0.72
O2 -0.095 6.527 3.182  0.04
C2 -0.204 5.082 1.363  -0.03
C3 0.933 4.368 1.739  0.08
C4 1.050 3.077 1.265  -0.17
N1 0.058 2.504 0.523  -0.04
C5 -0.957 3.268 0.020  -0.19
C6 -1.113 4.589 0.452  0.08
C7 -1.679 2.583 -1.026  -0.18
C8 -2.753 3.127 -1.742  0.04
C9 -3.358 2.392 -2.737  0.00
C10 -2.859 1.115 -3.016  -0.02
C11 -1.788 0.645 -2.296  -0.11
N2 -1.186 1.326 -1.301  0.00
C12 2.140 2.067 1.457  -0.30
C13 3.171 2.289 2.360  0.02
C14 4.018 1.346 3.003  -0.08
C15 3.914 0.001 3.144  -0.06
C16 2.929 -0.903 2.478  -0.16
N3 1.863 0.978 0.751  -0.08
H1 1.672 4.832 2.372  0.13
H2 -1.909 5.216 0.086  0.13
H3 -3.088 4.126 -1.514  0.13
H4 -4.197 2.777 -3.295  0.12
H5 -3.312 0.509 -3.783  0.12
H6 -1.386 -0.340 -2.504  0.12
H7 3.310 3.315 2.673  0.12
H8 4.829 1.810 3.550  0.11
H9 4.654 -0.485 3.764  0.11
H10 3.282 -1.936 2.537  0.12
N4 1.417 0.916 4.640  0.25
C17 0.971 0.451 3.482  -0.46
O3 0.098 1.065 2.830  -0.06
C18 1.458 -0.896 2.999  -0.27
C19 0.499 -1.316 1.855  -0.19
H11 1.107 1.818 4.973  0.15
H12 2.179 0.467 5.120  0.13
H13 1.407 -1.575 3.862  0.15
H14 2.867 -0.603 1.424  0.07
H15 -0.464 -1.586 2.333  0.08
H16 0.894 -2.263 1.447  0.08
N5 1.707 -0.141 -1.688  0.02
C20 1.798 -1.608 -1.719  -0.27
C21 2.438 -2.106 -3.029  -0.13
C22 2.284 -3.591 -3.384  -0.16
C23 2.535 -4.580 -2.253  -0.17
N6 3.845 -4.401 -1.640  0.10
C24 4.190 -4.938 -0.480  -0.43
N7 5.375 -4.653 0.066  0.21
N8 3.332 -5.708 0.187  0.23
C25 0.363 -2.136 -1.372  -0.55
O4 -0.004 -3.250 -1.651  0.11
O5 -0.320 -1.260 -0.708  -0.25
H17 1.315 0.195 -2.570  0.11
H18 2.625 0.288 -1.575  0.11
H19 2.421 -1.916 -0.865  0.14
H20 3.498 -1.842 -2.984  0.11
H21 2.011 -1.541 -3.861  0.13
H22 2.949 -3.809 -4.221  0.13
H23 1.265 -3.775 -3.721  0.12
H24 2.450 -5.594 -2.658  0.14
H25 1.764 -4.434 -1.494  0.10
H26 4.543 -3.915 -2.183  0.16
H27 6.047 -4.079 -0.413  0.13
H28 5.673 -5.095 0.920  0.13
H29 2.477 -6.013 -0.247  0.12
H30 3.594 -6.134 1.061  0.14
O6 -5.875 0.494 -3.733  -0.04
C26 -6.594 -0.184 -2.724  -0.22
N9 -6.008 0.174 -1.459  0.10
C27 -4.962 -0.509 -0.938  -0.45
O7 -4.585 -1.588 -1.331  0.11
C28 -4.229 0.216 0.165  -0.08
C29 -4.735 1.261 0.947  0.04
C30 -3.857 1.901 1.810  0.00
C31 -2.518 1.548 1.822  -0.09
N10 -2.017 0.516 1.099  -0.05
C32 -2.905 -0.157 0.337  -0.06
H31 -6.209 0.223 -4.593  0.10
H32 -6.521 -1.272 -2.845  0.14
H33 -7.648 0.126 -2.724  0.14
H34 -6.172 1.124 -1.163  0.13
H35 -5.777 1.544 0.925  0.13
H36 -4.200 2.692 2.460  0.13
H37 -1.824 2.068 2.473  0.12
H38 -2.546 -1.033 -0.200  0.12

6.
Here is a cluster of 2 separate species, CH2ClOPS in total in a non-equilibrium geometry from the OMol25 dataset. Energies are from wB97M-V/def2-TZVPD.

Values from the calculation:
2S+1 = 1
Orbital gap (spin up / spin down) = 8.11 / 8.11 eV
ΔE to the lowest compared entry with this formula, charge and spin = 1.936 eV
Total charge = 0
HOMO level (spin up / spin down) = -9.412 / -9.412 eV

Last column: Löwdin charge in e.
CARTESIAN COORDINATES (ANGSTROEM)
C1 -1.226 0.245 -0.415  -0.68
O1 2.958 -0.339 0.939  -0.57
P1 1.917 0.067 0.067  0.39
S1 0.460 -1.392 0.376  0.26
Cl1 -1.093 1.585 0.595  0.57
H1 -2.253 -0.366 -0.235  0.09
H2 -0.762 0.200 -1.326  -0.05

Which value of total charge does entry 4 give?
0

The lowest total charge belongs to which entry?
C2H3O3S

Among the records above, which one has the highest total charge?
C32H38N10O7W

Look up the 2S+1 of the third one.
1